Record 1
Density functional theory data (the ωB97M-V functional and the def2-TZVPD basis) for C16H33CaN5O8P2S4 as an isolated structure in a non-equilibrium geometry.

As for the spin multiplicity: 1. The HOMO energy comes out at -8.47 eV. The value obtained for the molar mass is 653.761 g mol⁻¹. The calculation puts the HOMO-LUMO gap at 8.78 eV.

Geometry (Å):
Ca  0.251  -0.183  0.030
C  -1.196  -1.600  3.084
C  0.311  -1.781  3.223
S  1.324  -0.339  2.767
C  0.938  0.867  4.094
C  0.279  2.136  3.567
S  -1.526  1.933  3.464
C  -1.990  3.244  2.288
C  -2.953  2.733  1.227
S  -2.116  1.641  0.001
C  -3.263  0.231  0.031
C  -3.183  -0.599  1.309
S  -1.680  -1.647  1.319
H  -1.526  -0.659  3.515
H  -1.702  -2.424  3.588
H  0.662  -2.557  2.540
H  0.577  -2.058  4.243
H  1.896  1.120  4.546
H  0.318  0.373  4.843
H  0.651  2.365  2.567
H  0.478  2.973  4.238
H  -1.072  3.602  1.821
H  -2.445  4.052  2.861
H  -3.344  3.585  0.671
H  -3.786  2.195  1.678
H  -2.998  -0.355  -0.851
H  -4.271  0.620  -0.109
H  -4.045  -1.264  1.371
H  -3.154  0.036  2.192
O  0.209  -4.129  -0.076
P  0.762  -2.886  -0.953
O  1.729  -3.313  -1.977
O  1.229  -1.888  0.088
O  -0.663  -2.366  -1.555
P  -0.896  -1.048  -2.536
O  -0.002  -3.215  -4.246
O  -2.247  -1.150  -3.105
O  -0.620  0.175  -1.666
H  -0.008  -4.853  -0.681
H  0.504  -3.893  -4.711
N  2.315  0.122  -5.239
C  2.444  -1.171  -5.627
N  3.388  -1.426  -6.581
N  1.740  -2.186  -5.213
C  0.712  -2.093  -4.304
N  0.384  -1.047  -3.621
H  2.617  0.840  -5.875
H  1.458  0.251  -4.677
H  4.157  -0.785  -6.669
H  3.604  -2.400  -6.712
O  1.636  1.441  -0.031
C  2.544  1.399  -0.859
C  3.211  0.144  -1.336
C  4.690  0.251  -0.883
C  4.890  1.024  0.444
C  5.075  2.547  0.288
C  3.803  3.293  -0.144
N  3.172  2.561  -1.248
H  3.137  0.025  -2.414
H  2.740  -0.720  -0.877
H  5.297  0.727  -1.659
H  5.067  -0.764  -0.763
H  5.788  0.643  0.933
H  4.049  0.817  1.114
H  5.862  2.728  -0.452
H  5.426  2.967  1.234
H  4.038  4.307  -0.465
H  3.083  3.340  0.671
H  3.822  2.411  -2.007

Atomic forces in eV per Å
-0.939 2.215 3.772
-0.006 -0.237 -0.244
0.086 0.122 -0.092
-0.239 0.001 0.440
0.105 -0.154 -0.420
-0.309 0.052 0.049
0.127 0.033 -0.109
0.031 -0.228 0.227
0.392 -0.213 -0.269
-0.607 0.493 0.455
0.246 0.061 0.057
0.069 -0.261 -0.127
-0.690 0.061 0.706
-0.037 0.008 0.000
0.020 0.028 0.061
0.043 -0.074 0.111
-0.046 -0.088 -0.014
-0.050 0.003 0.119
0.059 0.007 0.063
0.062 0.067 0.029
0.153 0.004 -0.051
-0.023 0.106 0.012
0.042 0.105 -0.120
-0.122 -0.015 0.042
-0.035 0.040 0.006
-0.184 -0.017 -0.061
-0.021 -0.059 -0.029
-0.034 0.058 0.020
-0.027 -0.011 0.028
0.060 0.082 -0.325
0.105 -1.643 0.107
-0.077 0.118 -0.095
1.409 -2.617 0.025
0.793 0.633 0.004
-0.326 0.094 -1.281
-0.097 -0.148 0.096
-0.063 -0.156 0.051
-1.168 0.020 -3.109
0.030 0.047 0.197
0.036 -0.022 -0.059
-0.607 -0.189 0.479
-0.271 -0.292 0.053
0.091 0.073 -0.033
0.188 -0.051 0.136
-0.047 0.628 -0.432
0.085 -0.303 -0.064
-0.108 -0.005 0.014
0.413 0.161 -0.104
0.028 -0.014 0.011
-0.040 -0.002 0.016
1.313 1.077 -0.129
0.331 0.566 -0.202
0.108 -0.055 0.035
-0.066 -0.006 0.200
0.096 0.128 -0.183
-0.207 -0.025 0.054
0.227 -0.079 0.071
-0.259 0.091 -0.076
-0.085 0.033 -0.178
0.008 -0.090 -0.037
0.004 -0.063 -0.014
0.005 0.000 -0.051
-0.052 -0.054 0.030
0.075 -0.050 0.091
0.022 -0.001 0.017
0.031 0.039 -0.030
-0.087 0.019 0.046
-0.020 0.060 -0.035
0.059 -0.108 0.045

Record 2
Density functional theory data (the ωB97M-V functional and the def2-TZVPD basis) for C6H9IrNS as an isolated structure in a non-equilibrium geometry.

As for the spin multiplicity: 6. As for the expectation value of S²: 8.779. The HOMO energy (alpha / beta) comes out at -14.91 / -19.50 eV. The value obtained for the molar mass is 319.429 g mol⁻¹. As for the charge: +2. The calculation puts the HOMO-LUMO gap (alpha / beta) at 6.08 / 6.67 eV.

Geometry (Å):
Ir  0.944  0.077  -1.352
C  2.246  0.033  -2.817
H  1.573  -0.011  -3.681
H  2.719  1.032  -2.688
H  2.980  -0.809  -2.857
H  1.593  1.546  -0.772
H  2.310  0.698  -0.614
S  -0.195  -1.937  -1.041
C  -0.871  -1.091  0.276
C  -1.833  -1.418  1.263
C  -2.196  -0.452  2.213
C  -1.505  0.756  2.217
C  -0.539  1.031  1.250
N  -0.300  0.149  0.251
H  -2.286  -2.395  1.209
H  -3.006  -0.659  2.924
H  -1.707  1.512  2.979
H  0.073  1.938  1.241

Atomic forces in eV per Å
-1.114 1.045 -3.376
2.130 0.459 -0.983
-0.346 0.039 -0.281
0.278 -0.579 -0.809
-0.332 0.655 0.256
1.174 -1.163 0.672
0.676 1.540 1.379
-1.319 -2.398 1.384
-0.195 0.275 0.153
-0.190 0.061 -0.289
0.012 -0.515 -0.434
-0.434 0.217 0.751
0.806 -0.647 -1.309
-1.058 1.474 3.054
-0.154 -0.149 0.207
0.497 0.084 -0.218
0.011 -0.209 -0.232
-0.439 -0.190 0.076

Record 3
Density functional theory data (the ωB97M-V functional and the def2-TZVPD basis) for one molecule with the formula C4H2O3 in a non-equilibrium geometry.

As for the spin multiplicity: 1. The HOMO energy (alpha / beta) comes out at -9.15 / -9.22 eV. The value obtained for the molar mass is 98.057 g mol⁻¹. The calculation puts the HOMO-LUMO gap (alpha / beta) at 5.31 / 5.30 eV.

Geometry (Å):
C  2.381  -0.333  0.046
C  3.740  -0.639  0.048
C  1.104  -1.022  0.064
C  -0.111  -0.240  0.071
O  0.993  -2.227  -0.075
O  2.719  1.014  -0.078
O  4.083  0.651  0.006
H  -1.085  -0.739  -0.103
H  -0.267  0.825  -0.190

Atomic forces in eV per Å
-1.832 1.654 -0.024
4.013 -2.334 0.390
-0.455 1.325 -0.060
-0.603 0.967 -1.255
0.433 -1.337 -0.101
-3.587 2.225 -0.017
0.153 -1.816 -0.107
0.888 -0.315 0.700
0.991 -0.368 0.475

Record 4
Density functional theory data (the ωB97M-V functional and the def2-TZVPD basis) for C15H33Br2CaN7O2P as an isolated structure in a non-equilibrium geometry.

As for the spin multiplicity: 1. The HOMO energy comes out at -10.73 eV. The value obtained for the molar mass is 574.336 g mol⁻¹. As for the charge: +1. The calculation puts the HOMO-LUMO gap at 8.57 eV.

Geometry (Å):
Ca  -0.194  -0.449  0.352
C  -2.718  -0.760  -1.687
C  -2.838  0.506  -0.835
N  -1.554  1.211  -0.705
C  -1.121  1.961  -1.895
C  -0.438  1.081  -2.949
N  0.533  0.172  -2.340
C  0.526  -1.211  -2.788
C  -0.758  -2.048  -2.503
N  -1.531  -1.576  -1.334
H  -2.654  -0.486  -2.737
H  -3.640  -1.333  -1.573
H  -3.156  0.225  0.169
H  -3.612  1.144  -1.278
H  -1.652  1.879  0.058
H  -0.403  2.710  -1.561
H  -1.956  2.493  -2.364
H  0.080  1.741  -3.649
H  -1.179  0.532  -3.534
H  0.429  0.203  -1.340
H  1.383  -1.693  -2.312
H  0.713  -1.221  -3.862
H  -0.443  -3.079  -2.334
H  -1.394  -2.062  -3.392
H  -1.861  -2.386  -0.820
N  -1.604  2.224  2.754
C  -1.081  1.104  3.558
C  -0.725  0.007  2.564
O  0.482  -0.276  2.355
O  -1.647  -0.487  1.858
H  -1.569  3.083  3.289
H  -2.579  2.052  2.541
H  -1.807  0.738  4.287
H  -0.171  1.409  4.068
Br  1.061  2.518  1.060
C  2.820  2.443  0.244
Br  3.307  0.624  -0.161
H  3.536  2.841  0.950
H  2.806  3.004  -0.681
C  2.000  -5.646  0.653
N  1.221  -5.056  1.740
C  2.123  -4.714  2.839
N  3.218  -3.839  2.433
C  3.952  -4.484  1.349
N  3.104  -4.804  0.202
C  2.633  -3.603  -0.468
P  1.560  -2.525  0.631
C  0.468  -3.897  1.290
C  2.761  -2.510  2.069
H  1.338  -5.847  -0.193
H  2.412  -6.593  1.004
H  2.553  -5.642  3.221
H  1.553  -4.234  3.636
H  4.376  -5.415  1.728
H  4.768  -3.836  1.024
H  2.084  -3.886  -1.371
H  3.493  -3.002  -0.776
H  -0.227  -4.210  0.504
H  -0.118  -3.496  2.122
H  2.280  -2.028  2.921
H  3.624  -1.905  1.780

Atomic forces in eV per Å
0.734 -0.186 -1.708
-0.034 0.254 0.072
-0.045 -0.246 -0.157
-0.412 0.600 -0.195
0.112 -0.077 -0.214
-0.026 0.016 0.062
-0.181 -0.082 -0.141
-0.022 -0.004 0.074
0.150 0.140 -0.196
-0.221 -0.402 -0.221
-0.003 -0.066 -0.024
0.030 -0.045 -0.010
-0.016 0.082 0.017
0.003 0.022 0.051
0.000 0.018 0.017
-0.015 -0.002 0.066
-0.001 0.005 0.017
-0.058 0.010 -0.034
0.015 -0.021 0.004
0.523 0.673 -1.261
-0.006 -0.018 -0.040
0.057 -0.042 0.013
-0.052 -0.012 0.027
-0.053 -0.027 0.042
-0.022 -0.046 -0.093
0.023 -0.056 -0.048
-0.045 -0.088 -0.198
-0.201 0.438 1.804
0.255 -0.059 1.407
-1.209 -0.074 0.877
0.008 0.008 0.003
-0.016 0.009 0.003
0.063 -0.100 0.040
-0.016 0.039 0.016
0.263 0.342 -0.150
-0.164 -0.089 0.047
0.081 0.011 0.014
-0.009 -0.010 0.029
-0.039 -0.004 -0.007
-0.016 0.078 -0.016
-0.063 -0.107 0.068
-0.013 0.032 -0.066
0.134 -0.076 0.113
-0.098 0.038 -0.029
0.139 -0.117 -0.051
-0.209 0.173 0.061
0.818 -1.228 0.069
0.060 0.104 -0.068
-0.104 0.125 -0.119
0.002 -0.039 0.019
0.007 0.012 0.001
-0.011 0.019 0.027
0.006 -0.018 0.003
0.001 0.004 0.000
-0.007 0.004 0.010
0.009 0.025 -0.004
0.000 -0.033 -0.080
-0.032 0.021 0.039
-0.048 -0.033 -0.025
0.005 0.032 -0.016
-0.030 0.066 0.059

Number 1: DFT total energy -4458.68841 Ha. Number 2: DFT total energy -790.30455 Ha. Number 3: DFT total energy -378.96650 Ha. Number 4: DFT total energy -7291.99541 Ha.